{
  "formula": "C4H11NS",
  "method": "ωB97M-V with the def2-TZVPD basis set",
  "elements": ["C", "C", "N", "H", "H", "H", "H", "H", "C", "S", "C", "H", "H", "H", "H", "H", "H"],
  "xyz": [[-0.140032, 2.287640, -0.972670], [-1.336949, 1.785078, -0.642610], [-2.510028, 1.820143, -1.416652], [0.203850, 2.891262, -1.807899], [0.703708, 1.887747, -0.412375], [-1.510005, 1.743719, 0.432554], [-2.927880, 2.550151, -1.964504], [-3.131863, 1.111066, -1.098667], [2.380368, -1.017430, 0.811480], [1.099467, -1.732735, -0.314528], [-0.009476, -2.493783, 0.918476], [1.909864, -0.749008, 1.756042], [3.138005, -1.785402, 0.952648], [2.717606, -0.101455, 0.345257], [0.589281, -3.065409, 1.640331], [-0.474459, -3.358887, 0.438259], [-0.701457, -1.772697, 1.334856]],
  "atomic_forces_ev_per_a": [[0.85, -0.75, 0.11], [-0.18, 2.60, -0.87], [0.22, -0.76, 0.57], [-0.67, -0.53, -0.51], [-0.20, 0.75, 0.70], [0.19, -1.58, -0.02], [0.55, 0.21, 0.05], [-0.76, 0.04, -0.04], [-1.04, -0.53, -0.36], [0.03, 0.15, 0.61], [1.00, -1.11, -0.49], [0.04, -0.08, 0.02], [0.24, 0.40, 0.09], [0.45, -0.03, -0.09], [-0.01, 0.81, 0.36], [-0.61, 0.57, -0.34], [-0.09, -0.18, 0.20]],
  "gap_ev": 9.2,
  "spin_multiplicity": 1,
  "energy_ev": -16649.7093,
  "relative_energy_kj_mol": 201.1,
  "smiles": "C=CN.CSC"
}